[1]
Computed, not measured: 2 unconnected molecules or ions with the total composition C9H9ClN2O2 at a distorted geometry, with ωB97M-V with the def2-TZVPD basis set.

Properties
⟨S²⟩: 2.015
M: 212.64 g/mol
Energy above the lowest of the compared OMol25 structures with the same formula, charge and spin: 227.5 kJ/mol
E: -29068.6968 eV

```
! wB97M-V def2-TZVPD RIJCOSX def2/J DEFGRID3
* xyz 0 3
C -0.366 3.134 -0.863
C -0.289 2.883 0.504
C -0.672 2.032 -1.671
C -0.271 1.597 0.998
C -0.725 0.737 -1.259
C -0.400 0.532 0.134
C 0.672 -1.138 1.394
C 2.194 -2.016 -0.323
C -1.441 -1.700 0.277
N -0.376 -0.780 0.645
N 2.172 -3.195 -0.378
O 1.487 -0.370 1.864
O 1.882 -4.240 0.078
Cl 2.845 -0.772 -1.134
H -0.147 4.192 -1.145
H -0.184 3.553 1.234
H -0.795 2.152 -2.736
H -0.108 1.590 2.062
H -1.081 -0.244 -1.807
H 0.552 -2.234 1.663
H -2.321 -1.142 0.270
H -1.089 -2.007 -0.756
H -1.541 -2.566 0.949
*
```

***

[2]
Computed, not measured: a molecular structure, C9H9CuN5OS at a distorted geometry, with ωB97M-V with the def2-TZVPD basis set.

Properties
⟨S²⟩: 0.754
M: 298.82 g/mol
E: -74451.8217 eV

```
! wB97M-V def2-TZVPD RIJCOSX def2/J DEFGRID3
* xyz 0 2
Cu 0.813 -1.075 0.940
C -1.243 0.289 -2.417
C -0.765 0.050 -1.054
N -0.386 -1.166 -0.572
N -0.446 -2.208 -1.342
C -0.196 -3.353 -0.729
N -0.654 -4.509 -1.290
S 0.616 -3.294 0.786
C -0.474 1.165 -0.140
C -0.787 2.544 -0.424
C -0.517 3.506 0.531
C 0.069 3.113 1.776
C 0.504 1.804 1.900
N 0.346 0.927 0.895
H -1.057 -0.679 -2.884
H -2.295 0.559 -2.508
H -0.601 0.994 -2.913
H -1.011 -4.461 -2.220
H -0.215 -5.373 -0.936
H -1.237 2.769 -1.398
H -0.912 4.539 0.386
H 0.116 3.832 2.577
H 0.943 1.454 2.829
O 4.193 -0.204 3.235
C 3.146 -0.444 2.673
N 2.052 -0.779 2.300
*
```

***

[3]
Computed, not measured: a single C9H9F2N3O molecule at a distorted geometry, with ωB97M-V with the def2-TZVPD basis set.

Properties
M: 213.19 g/mol
SMILES: NNN/C=C(\C=O)c1ccc(F)c(F)c1
Energy above the lowest of the compared OMol25 structures with the same formula, charge and spin: 104.8 kJ/mol
E: -21427.6710 eV

```
! wB97M-V def2-TZVPD RIJCOSX def2/J DEFGRID3
* xyz 0 1
C -1.662 1.350 -0.856
C -3.004 1.490 -0.585
C -1.904 -0.825 0.264
C -1.087 0.188 -0.345
C -3.799 0.569 -0.012
C -3.254 -0.667 0.423
C 1.218 0.706 0.236
C 0.338 -0.120 -0.320
C 0.483 -1.519 -0.878
N 2.556 0.820 0.339
N 3.613 -0.064 -0.084
N 4.150 -0.657 1.141
O 1.560 -2.114 -0.834
F -5.097 0.698 0.045
F -3.924 -1.539 1.170
H -1.077 2.125 -1.472
H -3.540 2.357 -1.056
H -1.253 -1.624 0.675
H 0.757 1.515 0.741
H -0.479 -2.042 -1.107
H 2.889 1.574 0.915
H 4.741 0.125 1.432
H 4.611 -1.476 0.815
H 3.165 -0.870 -0.647
*
```

***

[4]
Computed, not measured: a single C9H9F3O5 molecule at a distorted geometry, with ωB97M-V with the def2-TZVPD basis set.

Properties
M: 254.16 g/mol
SMILES: C[C@@H](O)CC1=C(COC(F)(F)F)C(=O)OC1=O
Energy above the lowest of the compared OMol25 structures with the same formula, charge and spin: 0.0 kJ/mol
E: -27868.9626 eV

```
! wB97M-V def2-TZVPD RIJCOSX def2/J DEFGRID3
* xyz 0 1
C -0.613 0.664 2.812
C -1.471 -0.061 1.793
O -2.651 0.633 1.470
C -0.683 -0.436 0.551
C -0.277 0.656 -0.393
C 0.780 0.640 -1.207
C 1.846 -0.345 -1.518
O 1.791 -1.560 -0.765
C 1.161 -2.587 -1.365
F 0.097 -2.200 -2.085
F 0.752 -3.446 -0.422
F 1.975 -3.239 -2.207
C 0.873 1.915 -1.955
O 1.588 2.158 -2.916
O -0.047 2.763 -1.424
C -0.945 1.979 -0.665
O -2.034 2.401 -0.434
H -0.227 1.602 2.432
H -1.191 0.817 3.715
H 0.213 0.018 3.074
H -1.759 -1.004 2.260
H -2.868 1.188 2.214
H -1.188 -1.228 0.019
H 0.238 -0.866 0.911
H 2.802 0.113 -1.317
H 1.842 -0.572 -2.577
*
```

***

[5]
Computed, not measured: a single C9H9F4NO4 molecule at a distorted geometry, with ωB97M-V with the def2-TZVPD basis set.

Properties
M: 271.17 g/mol
SMILES: NC[C@H](O)CC1=C(C(F)(F)C(F)F)C(=O)OC1=O
E: -30020.7880 eV

```
! wB97M-V def2-TZVPD RIJCOSX def2/J DEFGRID3
* xyz 0 1
N -2.626 1.672 1.330
C -1.181 1.559 0.801
C -1.215 1.304 -0.818
O -2.186 0.237 -1.180
C 0.253 1.074 -1.517
C 1.375 0.539 -0.446
C 1.631 -0.891 -0.113
C 0.980 -2.290 -0.677
F 2.017 -3.359 -0.420
F 0.746 -2.185 -2.139
C -0.375 -2.786 0.107
F -0.919 -1.820 1.089
F -1.428 -3.004 -0.942
C 2.822 -0.684 1.042
O 3.002 -1.689 1.906
O 3.450 0.642 0.917
C 2.380 1.548 0.425
O 2.268 2.882 0.630
H -2.478 1.829 2.372
H -2.961 0.662 1.295
H -0.683 0.708 1.431
H -0.638 2.568 1.039
H -1.657 2.301 -1.303
H -3.128 0.605 -1.068
H 0.122 0.292 -2.409
H 0.592 2.083 -2.057
H -0.162 -3.796 0.707
*
```

***

[6]
Computed, not measured: a molecular structure, C9H9INO2S at a distorted geometry, with ωB97M-V with the def2-TZVPD basis set.

Properties
M: 322.15 g/mol
Energy above the lowest of the compared OMol25 structures with the same formula, charge and spin: 0.0 kJ/mol
E: -33989.9826 eV

```
! wB97M-V def2-TZVPD RIJCOSX def2/J DEFGRID3
* xyz 1 1
C 2.808 -0.310 1.030
C 2.809 -1.653 1.107
C 1.685 0.420 0.536
C 1.654 -2.458 0.893
C 0.572 -0.374 0.288
C 0.489 -1.774 0.600
C -1.591 -0.781 -0.652
C -0.807 1.540 -0.118
C -2.898 -0.464 -1.393
N -0.649 0.160 -0.201
O -0.969 -3.363 -1.027
O -1.918 -2.489 1.179
S -1.061 -2.374 0.019
I -4.342 -0.423 0.185
H 3.630 0.249 1.317
H 3.828 -2.173 1.406
H 1.622 1.468 0.366
H 1.770 -3.577 1.073
H -1.899 1.820 -0.025
H -0.115 1.974 -0.868
H -0.513 1.865 0.892
H -3.149 -1.271 -1.927
H -2.813 0.441 -1.968
*
```

***

[7]
Computed, not measured: 2 unconnected molecules or ions with the total composition C9H9N2O at a distorted geometry, with ωB97M-V with the def2-TZVPD basis set.

Properties
M: 161.18 g/mol
Energy above the lowest of the compared OMol25 structures with the same formula, charge and spin: 470.2 kJ/mol
E: -14494.3364 eV

```
! wB97M-V def2-TZVPD RIJCOSX def2/J DEFGRID3
* xyz 1 1
C -1.345 0.224 1.721
C 1.783 2.796 -1.571
C 2.225 1.504 -1.677
C 0.918 3.081 -0.527
C 1.480 0.503 -1.074
C 0.434 2.067 0.239
C -1.311 -1.744 0.309
C -2.059 -2.878 0.992
C -0.738 -0.901 1.389
N -1.600 1.335 1.981
N 0.663 0.840 -0.104
O -1.005 -1.725 -0.860
H 2.239 3.435 -2.228
H 2.988 1.060 -2.342
H 0.769 4.123 -0.467
H 1.605 -0.490 -1.293
H -0.317 2.283 1.186
H -1.504 -3.771 0.872
H -2.255 -2.823 2.003
H -3.054 -3.029 0.464
H 0.199 -1.059 1.784
*
```

***

[8]
Computed, not measured: a gas-phase ion, C9H9N2O2 (charge +1) at a distorted geometry, with ωB97M-V with the def2-TZVPD basis set.

Properties
M: 177.18 g/mol
Energy above the lowest of the compared OMol25 structures with the same formula, charge and spin: 315.4 kJ/mol
E: -16544.7311 eV

```
! wB97M-V def2-TZVPD RIJCOSX def2/J DEFGRID3
* xyz 1 1
C -0.491 1.969 1.662
C -1.662 2.512 1.066
C 0.128 0.915 1.091
C -2.155 1.993 -0.131
C -0.248 0.318 -0.100
C -1.375 0.950 -0.755
C 0.401 -0.749 -0.880
C -1.864 0.603 -2.070
C 1.610 -1.782 1.039
N 2.209 -2.245 -1.257
N 1.399 -1.556 -0.400
O -0.115 -0.936 -2.013
O -2.520 0.477 -2.983
H -0.156 2.311 2.571
H -2.200 3.475 1.333
H 1.031 0.503 1.516
H -3.045 2.428 -0.660
H 0.705 -1.343 1.484
H 1.503 -2.810 1.389
H 2.652 -1.582 1.204
H 2.404 -3.114 -0.853
H 1.786 -2.337 -2.252
*
```

***

[9]
Computed, not measured: a gas-phase ion, C9H9N2OS (charge +1) at a distorted geometry, with ωB97M-V with the def2-TZVPD basis set.

Properties
⟨S²⟩: 2.034
M: 193.25 g/mol
Energy above the lowest of the compared OMol25 structures with the same formula, charge and spin: 0.0 kJ/mol
E: -25329.0250 eV

```
! wB97M-V def2-TZVPD RIJCOSX def2/J DEFGRID3
* xyz 1 3
C 0.755 -0.866 1.814
C 1.212 -0.146 0.569
C -0.248 -0.199 2.381
C 0.752 1.200 0.744
C 0.298 -0.192 -1.887
C 0.583 -0.924 -0.595
C -1.016 -0.404 -1.946
C -1.722 -1.078 -0.956
C 1.083 2.269 -0.040
N -0.767 -1.400 -0.095
N -3.012 -1.477 -0.807
O 1.849 2.104 -1.189
S -0.534 1.465 1.949
H 1.122 -1.836 1.971
H 2.280 -0.250 0.542
H -0.991 -0.452 3.232
H 1.001 0.371 -2.564
H 1.208 -1.728 -0.810
H 0.620 3.231 0.038
H -3.660 -0.854 -1.176
H -3.178 -1.757 0.220
H 2.365 2.924 -1.396
*
```

***

[10]
Computed, not measured: a single C9H9N3 molecule at a distorted geometry, with ωB97M-V with the def2-TZVPD basis set.

Properties
M: 159.19 g/mol
SMILES: Cc1cc2c(N)cccc2nn1
Energy above the lowest of the compared OMol25 structures with the same formula, charge and spin: 261.0 kJ/mol
E: -13947.3429 eV

```
! wB97M-V def2-TZVPD RIJCOSX def2/J DEFGRID3
* xyz 0 1
C 1.334 2.212 2.454
C 0.975 1.538 1.189
C 0.549 0.174 1.132
C -0.003 -0.290 -0.026
C -0.592 -1.513 -0.278
C -1.160 -1.829 -1.475
C -1.193 -0.921 -2.581
C -0.512 0.230 -2.407
C 0.095 0.576 -1.147
H 1.058 1.697 3.422
H 2.378 2.278 2.323
H 0.966 3.318 2.341
H 0.618 -0.369 2.055
H -1.429 -3.262 0.348
H 0.028 -2.821 1.172
H -1.515 -2.791 -1.616
H -1.779 -1.016 -3.522
H -0.440 0.993 -3.196
N -0.948 -2.374 0.822
N 0.566 1.845 -1.079
N 1.005 2.323 0.070
*
```

***

[11]
Computed, not measured: 2 unconnected molecules or ions with the total composition C9H9N3O2 at a distorted geometry, with ωB97M-V with the def2-TZVPD basis set.

Properties
M: 191.19 g/mol
SMILES: O=c1cc[nH]c(=O)[nH]1.c1ccncc1
Energy above the lowest of the compared OMol25 structures with the same formula, charge and spin: 323.6 kJ/mol
E: -18042.4009 eV

```
! wB97M-V def2-TZVPD RIJCOSX def2/J DEFGRID3
* xyz 0 1
C 1.317 -0.475 -0.362
C 1.724 0.867 -0.575
C 3.025 1.206 -0.400
C 3.969 0.219 -0.058
C 3.536 -1.095 -0.060
C -3.049 -0.190 -0.397
C -2.529 -1.455 0.113
C -1.267 -1.495 0.645
C -1.101 0.973 0.634
H 0.281 -0.793 -0.281
H 1.023 1.604 -0.772
H 3.315 2.227 -0.691
H 5.024 0.378 0.077
H 4.180 -1.932 -0.042
H -2.730 1.826 -0.381
H -3.167 -2.268 -0.099
H -0.759 -2.403 0.987
H 0.373 -0.348 1.193
N 2.238 -1.476 -0.203
N -2.319 0.950 0.030
N -0.633 -0.341 0.862
O -4.065 0.047 -1.068
O -0.472 2.008 0.811
*
```

***

Number 9 is which compound? C9H9N2OS